1.
A 2-piece molecular cluster, C2H5N3OS overall at a distorted geometry, computed with ωB97M-V with the def2-TZVPD basis set.

```
12
Properties=species:S:1:pos:R:3:lowdin_charge:R:1
S 2.09580 -1.24235 0.20295 0.247
O -2.58480 0.13859 0.81144 0.114
N -0.20345 0.97555 -0.79016 0.021
N -0.52742 -0.06291 -0.22546 0.027
N -0.72696 -0.53864 1.90283 0.153
C 0.87971 0.81887 -1.72804 -0.129
C -1.42198 -0.10954 0.85847 -0.642
H 0.58950 0.39038 -2.71631 0.115
H -1.23342 -1.07737 2.58989 0.115
H 1.54497 0.02205 -1.32602 -0.120
H 1.42624 1.70953 -1.58641 0.069
H 0.16182 -1.02418 2.00682 0.030
```

Values from the calculation:
- E_LUMO (alpha / beta) (eV) = -2.68 / -2.77
- electronic energy (Ha) = -716.7304
- net charge = 0
- energy relative to the best compared isomer or geometry (same formula, charge and spin) (kJ/mol) = 552.18

2.
C26H23AlNO2PS2 as an isolated structure, computed with ωB97M-V with the def2-TZVPD basis set.

```
56
Properties=species:S:1:pos:R:3:lowdin_charge:R:1
S 2.84490 -0.54199 -0.50634 0.749
S 1.03975 -0.07528 -3.23627 0.733
P -0.51361 0.06818 0.43405 1.102
Al 1.16363 0.79383 -1.17965 -0.348
O 1.54769 2.36166 -0.52780 -0.069
O 1.86406 3.56583 1.31582 0.084
N -0.84665 1.82710 -1.89570 0.035
C -1.81464 2.09006 -0.87133 -0.286
C -1.21314 -1.59136 0.31428 -0.331
C 0.78553 -0.83885 2.69025 -0.093
C 3.44036 -2.94028 -1.65041 -0.128
C 1.68148 3.49369 0.12373 -0.598
C -3.72220 2.54157 1.10463 -0.069
C -2.71970 3.13833 -0.99864 -0.022
C 2.74240 -1.74239 -1.79350 -0.654
C 1.98150 -2.51932 -3.95414 -0.136
C -2.81260 1.50876 1.23943 -0.072
C -3.66236 3.36625 -0.01204 -0.065
C -2.25713 -4.14941 0.07118 -0.075
C 1.36189 0.52431 4.58172 -0.074
C 0.72241 1.60770 4.00197 -0.065
C -0.95051 -2.34525 -0.82559 -0.067
C 1.39648 -0.69714 3.92357 -0.071
C 2.00285 -1.53772 -2.96787 -0.653
C -1.84081 1.28304 0.26542 -0.272
C -2.51795 -3.40153 1.21315 -0.074
C 3.41499 -3.91110 -2.63435 -0.102
C 0.10538 1.47160 2.76888 -0.087
C -1.99450 -2.12739 1.33777 -0.086
C 1.57021 4.71552 -0.76303 0.013
C 2.68373 -3.70170 -3.79537 -0.104
C -1.47401 -3.62488 -0.94373 -0.061
C 0.12127 0.24463 2.11492 -0.340
H -2.68938 3.76495 -1.88177 0.116
H -1.25624 -4.21164 -1.82588 0.110
H 2.66049 -4.45301 -4.57367 0.097
H -0.66409 2.66394 -2.43855 0.110
H -1.17349 1.10649 -2.53530 0.071
H -4.36173 4.18455 -0.11867 0.109
H -2.17616 -1.55426 2.23846 0.106
H 1.75278 5.61825 -0.18794 0.081
H -2.83272 0.88663 2.12522 0.110
H 0.83543 -1.78771 2.17186 0.109
H 0.56783 4.75749 -1.19373 0.073
H 1.91107 -1.54019 4.36489 0.106
H 1.85016 0.63431 5.54101 0.104
H 1.40632 -2.34677 -4.85484 0.096
H 0.72185 2.57040 4.49402 0.110
H -3.12219 -3.81697 2.00835 0.106
H 3.96656 -4.83182 -2.49430 0.099
H -0.36131 2.33335 2.31217 0.106
H -4.46584 2.71417 1.87018 0.108
H -2.66089 -5.14928 -0.02022 0.105
H 2.28022 4.64481 -1.58633 0.088
H -0.32970 -1.94108 -1.61531 0.067
H 4.01033 -3.10307 -0.74468 0.098
```

Values from the calculation:
- E_LUMO (eV) = 0.10
- electronic energy (Ha) = -2590.1851
- net charge = 0
- energy relative to the best compared isomer or geometry (same formula, charge and spin) (kJ/mol) = 39.91

3.
C32H67Cl52N2O4S2 as an isolated structure at a distorted geometry, computed with ωB97M-V with the def2-TZVPD basis set.

```
159
Properties=species:S:1:pos:R:3:lowdin_charge:R:1
Cl -1.08857 0.32763 -7.94489 0.544
Cl 3.38255 -6.20635 0.63518 0.504
Cl 0.22928 -0.24914 -4.53972 0.494
Cl 0.24172 0.50727 4.66409 0.489
Cl -1.61969 6.27785 -4.71602 0.484
Cl 1.13308 5.66170 -3.93192 0.510
Cl 3.58406 6.26708 3.88632 0.488
Cl -5.00116 -4.74979 -1.42462 0.506
Cl -1.36425 14.98058 -3.26415 0.492
Cl -4.03814 10.80229 -3.44259 0.501
Cl 9.08677 -11.87723 5.64462 0.575
Cl -6.01488 -0.27150 -4.02118 0.492
Cl -0.89810 3.93684 5.61362 0.511
Cl -1.21531 -2.36871 2.64295 0.565
Cl -7.85356 -2.15791 -0.80160 0.470
Cl 5.67474 -10.11625 3.17159 0.526
Cl 6.00275 1.52894 -3.67161 0.516
Cl -10.85322 -0.27496 -0.35266 0.538
Cl 3.85219 -0.45336 -3.62362 0.582
Cl 8.31361 -8.83720 3.34018 0.498
Cl -2.81922 -3.63724 -10.43886 0.530
Cl 1.71520 1.94620 -5.76727 0.494
Cl -6.85340 4.31506 -0.99149 0.489
Cl -9.69656 -0.08098 -3.03022 0.500
Cl 1.22482 14.67102 -1.94182 0.493
Cl -5.83141 2.25362 2.03444 0.520
Cl -4.35776 -5.80708 -9.24067 0.504
Cl 1.86516 3.34587 6.38383 0.524
Cl -4.00706 -1.65904 2.00118 0.632
Cl -3.79538 1.65283 -4.08837 0.607
Cl -2.18868 -6.33437 -5.47419 0.505
Cl 7.52516 -1.17922 5.14123 0.523
Cl 4.38552 -3.23079 1.70248 0.487
Cl 7.42650 -4.10259 4.99459 0.555
Cl 10.94584 -3.74116 7.28110 0.547
Cl -4.73823 -3.97359 -4.22404 0.476
Cl -4.94311 -7.29603 -5.62738 0.502
Cl 11.02411 -0.82495 7.41335 0.527
Cl -4.43567 0.91181 5.09246 0.510
Cl 4.72265 3.56643 5.53722 0.471
Cl 7.39563 2.51338 4.96616 0.497
Cl -6.64856 0.58039 -0.21411 0.497
Cl -2.80889 -1.73664 -6.78588 0.566
Cl 6.72946 -1.47813 1.53191 0.503
Cl -1.45160 10.49188 -2.11591 0.522
Cl 6.75098 -13.62291 5.81977 0.519
Cl -6.90385 2.25587 5.89756 0.496
Cl -8.09280 -2.94225 2.00248 0.509
Cl 2.85603 -0.64079 4.00885 0.501
Cl 5.04532 8.30324 2.36765 0.471
Cl -7.24784 4.56832 -3.88313 0.478
Cl 5.95308 -6.52052 2.02941 0.508
S -1.38490 3.08083 -0.74171 0.545
S 1.17514 2.60792 0.14528 0.480
O 2.38230 3.33096 0.47349 -0.349
O -1.29066 2.36736 -2.03082 -0.395
O -2.29242 4.22017 -0.92446 -0.383
O 0.79181 1.80918 1.31137 -0.367
N 0.04880 3.71915 -0.26812 -0.302
N 1.57784 1.66613 -1.17635 -0.130
C 2.22176 0.39074 -0.82234 -0.310
C 8.36421 -2.69161 5.50868 -1.049
C -6.07678 4.30512 -2.57837 -1.022
C 5.11409 0.30878 -4.59288 -1.003
C 8.41044 -13.34604 6.35982 -0.994
C -2.80397 9.65935 -2.89674 -1.020
C -5.73645 -4.80518 -3.02749 -1.036
C -1.13532 -0.24669 -0.03495 -0.103
C -2.82560 -2.02441 3.27975 -0.949
C 4.59195 -7.33865 1.25281 -1.030
C -3.38916 0.39660 -0.99824 -0.127
C 6.45311 3.90693 5.51841 -1.008
C 3.74368 0.58752 -0.62340 -0.128
C -1.76552 -1.29058 -8.15096 -1.009
C -0.12842 13.83890 -2.72042 -1.049
C 0.21256 3.62634 6.95113 -0.993
C -6.17024 0.60684 1.48077 -1.019
C 7.41960 -10.36246 3.33213 -1.051
C -11.11604 0.22328 -2.02931 -1.002
C -4.23452 -4.06182 -9.46674 -1.014
C -2.16209 2.06577 0.52590 -0.203
C -8.83809 -2.99635 0.39635 -1.017
C -4.65217 0.37300 -4.95187 -1.014
C 6.04630 -2.95125 2.23696 -1.080
C -0.52415 5.89369 -3.37166 -1.010
C -5.14620 2.38597 5.75351 -1.032
C 1.99019 0.80857 4.54671 -1.056
C 3.91906 6.93011 2.27920 -0.999
C -2.39218 0.58474 0.16802 -0.452
C 11.87588 -2.32624 7.78991 -1.003
C -3.23698 -7.75230 -5.53074 -1.012
C 0.29466 1.50086 -4.79790 -1.013
H -3.17342 -2.88551 3.83848 0.027
H 5.81062 -0.45431 -4.92121 0.021
H -0.49307 -0.18109 0.83721 0.043
H 7.61368 -10.87609 4.27032 -0.101
H -1.46442 -1.29420 -0.09420 0.065
H 7.76419 -10.96401 2.49828 0.030
H 4.11911 -7.98450 1.98173 -0.010
H -3.92633 -0.55255 -0.92441 0.061
H -2.34828 -1.30979 -9.06202 -0.020
H -2.89330 0.16150 1.05013 0.041
H 4.65173 0.78705 -5.44940 0.003
H -2.98492 -8.33995 -6.40600 0.022
H 2.98870 7.26882 1.84032 0.029
H 3.93210 0.58885 0.45203 0.064
H -0.57447 13.15422 -2.00910 -0.025
H 4.34416 -0.14170 -1.15197 0.005
H -11.95455 -0.33359 -2.43130 0.023
H -0.86451 4.98248 -2.89803 -0.016
H -1.63817 2.10361 1.48119 0.095
H -2.76794 0.33194 -1.89709 0.035
H -2.42899 9.11208 -3.75409 -0.003
H 4.35658 6.15703 1.66557 0.028
H -0.60216 1.80912 -5.32313 0.001
H -5.33497 5.09448 -2.60897 0.027
H -8.94929 -4.03311 0.09846 0.024
H -4.14701 -3.58666 -8.49536 -0.014
H 9.31643 -2.69748 4.99208 0.011
H 0.77021 1.48303 -1.76564 0.036
H 6.62930 4.74345 4.85060 0.023
H 6.05122 -2.85405 3.31148 -0.071
H -3.08262 -8.33762 -4.63160 0.025
H 0.21482 4.48920 7.60730 0.022
H 6.77278 4.15751 6.52334 0.024
H 9.02105 -14.19061 6.06264 0.026
H 0.24414 13.29204 -3.57847 0.025
H -4.02934 1.26595 -1.14336 0.039
H 6.65483 -3.79525 1.93537 -0.024
H -6.70734 -4.32246 -2.98522 0.009
H -3.15616 2.48859 0.69968 0.071
H 0.34882 2.00175 -3.83727 -0.006
H 2.34577 1.08239 5.52613 -0.052
H -5.12580 -3.71148 -9.97432 0.028
H -5.26395 0.00897 1.59862 -0.104
H -5.84645 -5.84141 -3.32706 -0.017
H -0.63950 -0.03408 -0.97785 0.061
H -11.33198 1.28537 -2.04523 0.027
H 2.17370 1.60911 3.83549 0.022
H -2.75406 -1.15886 3.93049 -0.012
H -0.95465 -2.00717 -8.21152 0.028
H -4.90935 3.21113 5.09122 0.020
H -4.72755 2.56289 6.73723 0.022
H -3.24993 8.97421 -2.18507 0.030
H 8.52195 -2.75163 6.57664 -0.029
H -6.97182 0.19270 2.08388 0.020
H 8.41535 -13.24179 7.43850 0.026
H 3.99802 1.58000 -1.00311 0.061
H 1.80013 -0.10483 0.05276 0.091
H 2.03656 -0.28234 -1.66634 0.063
H -0.54284 6.71203 -2.66156 0.025
H 12.82680 -2.32950 7.26994 0.025
H -9.80813 -2.51887 0.44549 -0.041
H -3.95360 -0.42852 -5.14819 -0.076
H 12.03478 -2.38055 8.86060 0.024
H 4.97065 -7.92695 0.42500 0.025
H -5.03398 0.77470 -5.88398 0.027
H -5.60060 3.34260 -2.72655 -0.025
H -0.12355 2.74704 7.48935 0.025
```

Values from the calculation:
- E_LUMO (eV) = 1.26
- electronic energy (Ha) = -26396.2846
- net charge = -1

4.
C6H13CeO5 as an isolated structure at a distorted geometry, computed with ωB97M-V with the def2-TZVPD basis set.

```
25
Properties=species:S:1:pos:R:3:lowdin_charge:R:1
Ce -8.61781 1.55761 -4.59190 1.663
O -8.61288 2.81662 -2.58447 -0.259
O -2.97420 1.29214 -1.54318 -0.112
O -3.74312 -0.00811 -3.30202 0.011
O -10.38379 1.20876 -3.79254 -0.398
O -6.77665 2.19226 -4.41734 -0.412
C -3.52006 1.25926 -2.80303 -0.262
C -6.33459 2.80072 -3.27406 -0.272
C -9.66525 2.30803 -1.76472 -0.146
C -7.27112 2.75854 -2.08398 -0.159
C -10.81836 1.96574 -2.70950 -0.254
C -3.73785 0.67930 -0.52212 -0.078
H -2.84862 1.80057 -3.47703 0.136
H -4.75550 1.10318 -0.49336 0.080
H -4.60548 -0.33222 -3.01928 0.091
H -7.08585 3.58524 -1.38117 0.154
H -11.58354 1.43491 -2.11089 0.144
H -3.23867 0.89475 0.42825 0.101
H -6.11178 3.85644 -3.51583 0.129
H -9.30827 1.39791 -1.25194 0.144
H -3.81013 -0.41107 -0.65899 0.095
H -11.28327 2.91691 -3.04161 0.139
H -5.10883 2.13041 -2.99790 0.183
H -9.95394 3.05109 -1.00565 0.153
H -7.15799 1.81204 -1.52327 0.129
```

Values from the calculation:
- E_LUMO (alpha / beta) (eV) = -4.19 / -4.21
- 2S+1 = 3
- electronic energy (Ha) = -1087.3757
- <S²> = 2.009
- net charge = +1
- energy relative to the best compared isomer or geometry (same formula, charge and spin) (kJ/mol) = 0.00